No. 1
Below is C36H35As2Cl2NaOS2 as an isolated structure, with properties calculated with ωB97M-V/def2-TZVPD.

Geometry (Å):
As: 0.7988 1.3384 1.0612
C: 0.0262 -3.0426 -2.2807
H: 4.2549 2.6094 -2.2892
H: -5.8911 2.1096 1.1785
C: 0.1927 3.8231 2.3991
H: 5.9172 -3.1089 -1.2584
C: -3.8679 0.7230 -4.7816
H: 6.2085 1.6765 -1.0955
C: 0.5508 -4.3531 -0.3483
H: 6.4958 -3.8456 1.0293
H: -1.0279 -6.2250 -2.6738
C: -3.0161 2.2082 -3.1323
C: -0.5525 -4.1463 -2.8821
S: -3.4901 -0.2983 -0.2142
C: -4.4741 1.2624 -0.2187
H: -0.0288 -6.4079 -0.4258
H: -5.1983 -1.5882 0.8805
H: 2.6778 1.8126 3.4846
H: 4.8659 -3.5774 2.8596
C: -5.5686 1.1318 0.8217
C: 4.1230 2.0988 -1.3458
H: 5.8888 0.4912 1.0430
C: -0.5801 -5.3572 -2.2119
Na: -0.7686 0.3155 -1.0141
H: -0.3740 5.6828 3.2971
C: 3.9663 -2.4358 -0.6972
H: -4.1595 0.8350 2.4198
C: -4.4126 -0.9346 1.2541
C: 5.5313 -3.4048 0.8297
C: -2.9653 0.9288 -3.7165
H: -5.4556 1.4355 -5.9887
C: 3.3688 -2.7096 1.6023
C: 1.2544 4.7563 4.3326
C: 0.3648 -1.4636 1.4588
C: 2.6618 1.3251 0.4239
H: -3.7163 -1.5000 1.8643
H: 1.3434 5.5419 5.0683
H: 0.0685 -0.0404 3.0728
H: 3.6739 0.2698 2.0149
H: 2.8619 3.5994 5.1537
C: 5.2057 -2.9951 -0.4534
C: -0.0207 -5.4612 -0.9478
H: -3.7642 2.0467 0.0330
C: 2.8612 1.9692 -0.7964
H: -0.7006 -1.4050 1.2150
H: -0.9812 -4.0556 -3.8688
H: -6.4355 0.6241 0.3946
H: -3.9898 4.0929 -2.9656
H: 0.9995 -4.4345 0.6380
H: 0.5226 -2.3866 2.0342
C: 0.2944 4.8353 3.3385
C: 5.2182 1.5723 -0.6806
H: -5.7156 0.0355 2.7002
Cl: -3.8427 -0.7887 -5.6061
As: 1.3226 -1.5049 -0.2456
H: -4.8571 1.4192 -1.2236
C: -4.7933 1.6641 -5.1678
C: 0.5692 -3.1285 -1.0044
C: -3.9663 3.1471 -3.4851
C: 5.0398 0.9138 0.5226
C: 1.0395 2.7191 2.4407
H: -5.6431 3.5847 -4.7555
O: -2.1658 0.0935 0.3405
H: 2.6652 -2.6061 2.4225
H: -0.5533 3.8736 1.6088
H: 3.6955 -2.0928 -1.6953
C: 4.6146 -3.2601 1.8560
C: 3.7721 0.7923 1.0690
C: 2.0003 2.6572 3.4431
S: -1.9559 -0.3361 -3.1803
C: -4.9749 0.2895 1.9420
C: 2.1088 3.6670 4.3818
H: 1.7749 -0.3446 2.6791
C: -4.8768 2.8731 -4.4933
Cl: -1.8664 2.6280 -1.9099
C: 0.7720 -0.2251 2.2479
H: 1.9959 2.3812 -1.3163
C: 3.0256 -2.2965 0.3210
H: 0.0573 -2.0938 -2.8075

Atoms 1-3, force components in eV/Å:
0.785 0.762 0.790
0.097 0.383 0.021
-0.017 0.029 -0.050

## Properties
highest occupied orbital energy	-6.693	eV
gap between HOMO and LUMO	6.908	eV

=====

No. 2
Below is C6H6 as an isolated structure, with properties calculated with ωB97M-V/def2-TZVPD.

Geometry (Å):
H: -1.0577 -1.8375 1.4175
H: -0.3893 -0.3601 2.1189
C: -0.9223 -0.7606 1.2479
H: -0.1615 1.5801 0.6894
C: 0.2626 -0.9904 -1.0640
H: 0.2629 1.7774 -1.0027
C: -0.1417 -0.3741 0.0077
H: -1.9219 -0.3026 1.2306
C: 0.4094 1.1335 -0.1075
C: 1.2983 0.0627 -2.3984
C: 0.8681 -1.1381 -2.2282
H: 1.4932 1.2097 0.0889

Atoms 1-3, force components in eV/Å:
0.204 0.296 -0.387
-0.145 -0.070 -0.119
0.123 0.114 -0.125

## Properties
highest occupied orbital energy	-8.841	eV
gap between HOMO and LUMO	8.714	eV

=====

No. 3
Below is a 5-piece molecular cluster, C25H43FO7S4 overall, with properties calculated with ωB97M-V/def2-TZVPD.

Geometry (Å):
H: -1.0684 0.4843 -1.0750
C: -1.4203 1.2435 -0.2768
C: -4.2667 -1.5494 1.0235
O: -2.9881 -0.4172 -2.4369
H: -9.0794 -3.6525 -0.7652
H: -2.2221 -5.6697 -2.4363
O: 3.4953 3.3754 0.3292
C: 3.4552 -3.1902 1.2469
H: 2.4746 5.1264 2.3486
C: -1.3500 -5.6282 -3.0901
H: -0.1586 2.6999 0.9572
H: 3.8902 6.2131 2.4871
H: 3.8447 0.7743 -1.2356
H: -9.6222 -2.5114 0.4895
H: -7.4835 -1.7575 -2.6563
C: 7.0830 4.3003 3.5751
H: 9.2684 6.9545 2.2920
H: 8.8970 5.3237 1.6803
C: -4.8523 -3.3170 -1.0684
C: -3.5376 -0.0698 3.1533
H: 2.0873 5.8423 -0.0256
H: 7.8452 3.9343 4.2652
H: -3.6502 0.1830 4.2690
H: 3.9046 -0.6866 1.0055
C: 1.2836 1.5325 -0.3133
H: 4.8958 -1.4943 -0.3803
O: -11.0133 -1.9926 -2.0658
H: 3.4908 6.9515 0.0368
S: 0.0518 -5.0096 -2.1356
H: 3.4820 -2.4962 2.1665
H: 2.1940 1.9862 0.2366
H: 1.1166 2.2205 -1.2325
C: 3.5624 5.1937 2.2809
C: -8.5027 -1.9957 -2.9666
O: 6.3502 6.4959 2.2481
H: -5.0930 -1.8813 3.1920
H: -7.9825 -2.3629 -0.1860
O: 3.0820 -2.4322 0.0592
F: -3.7282 -3.0539 -3.2699
H: 0.0895 0.9187 1.4693
S: 7.3030 6.0749 3.3208
S: 4.1077 4.7086 0.6302
H: -1.5523 -4.9487 -3.9199
C: 3.1486 5.9569 -0.2541
H: 6.0955 4.1328 4.0061
C: 3.8324 -1.2012 -0.0171
C: -3.3789 -1.1514 -1.4751
C: 8.9409 5.9524 2.5715
H: -1.1326 -6.6288 -3.4686
C: -3.3238 -0.7281 0.0536
H: 4.5077 -3.6384 1.1478
C: -9.0181 -2.6216 -0.4116
H: 1.1086 -0.0828 -1.8404
C: -4.3847 -1.2439 2.5452
H: 3.3060 5.8190 -1.3244
H: -8.5967 -3.0661 -3.1595
C: 3.2250 -0.1782 -1.1341
C: 1.2607 -5.1380 -3.4708
C: -2.5868 0.6927 2.1994
C: 1.6576 0.0594 -0.8291
C: -4.0084 -2.5737 -1.9395
H: 1.3183 -6.1696 -3.8231
H: 7.1562 3.7753 2.6208
C: -0.0618 1.6261 0.5637
H: 2.2339 -4.8314 -3.0857
H: 2.7286 -4.0399 1.4789
H: -5.3305 -4.3179 -1.3840
H: -1.9613 1.5387 2.6360
H: 4.0129 4.5156 3.0065
S: -9.6593 -1.4985 -1.6716
O: 0.3966 -6.0483 -1.1183
H: -8.7425 -1.4417 -3.8750
H: 3.2805 -0.7722 -2.1272
H: -1.8996 2.1496 -0.7739
H: 0.9708 -4.4767 -4.2893
O: -6.0417 -3.2813 1.1399
H: 1.2064 -0.6904 -0.0950
C: -5.1469 -2.7586 0.4144
C: -2.4391 0.4077 0.6626
H: 9.6417 5.5316 3.2946

Atoms 1-3, force components in eV/Å:
-0.845 1.428 1.061
1.007 -1.697 1.104
1.274 1.557 0.715

## Properties
highest occupied orbital energy	-8.730	eV
gap between HOMO and LUMO	7.070	eV

=====

No. 4
Below is a 2-piece molecular cluster, C4H5Cl overall, with properties calculated with ωB97M-V/def2-TZVPD.

Geometry (Å):
Cl: -1.5009 2.7298 -1.3474
H: 0.1534 1.9066 1.2341
C: -0.5290 -0.7456 -0.4680
H: 1.4051 1.8163 -0.2601
H: -0.5499 1.8156 -0.8206
H: -0.6981 -2.1800 -1.8142
C: 0.0717 0.1911 0.0797
C: -1.0942 -1.8244 -0.8526
C: 0.6211 1.3917 0.3346
H: -1.7176 -2.5321 -0.3041

Atoms 1-3, force components in eV/Å:
0.934 -0.922 0.320
1.276 -0.360 -1.148
-0.301 -0.646 1.025

## Properties
highest occupied orbital energy	-9.517	eV
gap between HOMO and LUMO	8.918	eV

=====

No. 5
Below is a 2-piece molecular cluster, C3H9NO4 overall, with properties calculated with ωB97M-V/def2-TZVPD.

Geometry (Å):
H: 2.0307 -0.6923 -0.3640
H: 0.2133 1.2743 0.8039
H: -1.6757 1.3198 0.2289
H: -1.1203 -0.8017 0.1364
O: -1.6204 1.6165 1.1493
H: -2.3692 1.3093 1.6408
C: 0.6749 0.1082 -1.7931
O: 0.0781 -1.0934 1.7436
H: 0.2233 -2.0169 2.1120
C: 0.9828 -0.2109 -0.2941
N: 1.1422 0.9862 0.5358
C: -0.0370 -1.2279 0.3417
H: -0.8575 0.4788 -2.9160
O: 1.3488 0.0410 -2.7469
O: -0.6511 0.3346 -1.9407
H: 1.6181 0.7863 1.4085
H: 0.0191 -2.2120 -0.0462

Atoms 1-3, force components in eV/Å:
-1.590 0.522 0.180
0.016 0.373 0.315
-0.466 0.012 0.304

## Properties
highest occupied orbital energy	-9.292	eV
gap between HOMO and LUMO	9.764	eV

=====

No. 6
Below is a 2-piece molecular cluster, C2H9N2O3P overall, with properties calculated with ωB97M-V/def2-TZVPD.

Geometry (Å):
C: -0.7829 -2.2662 -0.5971
P: -1.8746 0.1542 0.1727
H: -1.5701 -2.6233 -0.0540
C: 0.8995 1.6661 -0.9005
N: 1.6816 0.1901 0.6652
H: -1.0179 0.0047 2.4457
O: -0.8650 -0.8535 -0.8082
H: 1.0151 0.2398 1.4930
N: 1.5523 1.5293 0.2265
H: 0.6516 2.6606 -1.2731
O: -1.5277 1.4519 -0.4659
O: -0.7280 0.2765 1.5274
H: 0.1597 -2.4642 -0.0970
H: 1.3002 -0.4763 -0.0401
H: 0.4683 0.8144 -1.5213
H: 1.4907 2.4067 0.8130
H: -0.8528 -2.7109 -1.5860

Atoms 1-3, force components in eV/Å:
1.597 1.883 -1.760
0.929 -0.998 0.573
-2.153 -0.935 1.764

## Properties
highest occupied orbital energy	-7.962	eV
gap between HOMO and LUMO	7.897	eV

=====

No. 7
Below is a 4-piece molecular cluster, C3H8S overall, with properties calculated with ωB97M-V/def2-TZVPD.

Geometry (Å):
C: -0.7119 -0.1280 0.6370
C: -1.9609 0.3055 -0.3000
S: 0.7316 -0.7370 -0.1716
C: 1.3701 0.9551 -0.0154
H: -1.7037 1.2320 -0.9865
H: -2.9085 0.4077 0.1417
H: -0.5998 0.5859 1.4719
H: 0.0411 1.8573 0.6040
H: 2.0475 1.2803 -1.8451
H: 2.9688 0.8774 1.2851
H: -1.3798 -0.7905 1.2518
H: -2.3560 -0.4527 -1.1065

Atoms 1-3, force components in eV/Å:
-5.899 -1.161 0.824
2.007 0.486 -4.046
0.040 2.157 0.865

## Properties
highest occupied orbital energy	-8.352	eV
gap between HOMO and LUMO	6.923	eV

=====

No. 8
Below is a 2-piece molecular cluster, C5H7FN2O6 overall, with properties calculated with ωB97M-V/def2-TZVPD.

Geometry (Å):
O: -1.5152 -2.0883 -0.8110
O: -1.9318 2.1850 0.2260
N: -2.0650 -1.3535 0.0120
N: -2.2816 1.0677 0.6105
C: 0.7550 1.2952 0.4023
O: 1.4478 1.1746 -0.8118
C: 1.7602 -0.1720 -1.0907
H: 1.6475 -1.6989 0.5054
O: 3.1282 -0.3958 -1.0394
H: 1.3757 1.7742 1.1780
H: 0.2651 -1.7067 -0.5519
C: 0.9829 -1.0265 -0.0461
H: 3.5296 0.1726 -0.3704
F: -1.4590 0.3490 -1.4380
H: 1.4542 -0.4024 -2.1178
O: -2.8182 0.8345 1.6719
O: -2.6320 -1.7335 1.0110
H: -0.0444 -0.2590 1.8058
C: -1.8546 0.0173 -0.2101
H: -0.0870 2.0142 0.2421
C: 0.3428 -0.0474 0.8223

Atoms 1-3, force components in eV/Å:
-0.429 -0.152 -0.326
-0.472 0.163 -0.205
-0.060 -0.246 -0.047

## Properties
highest occupied orbital energy (spin up / spin down)	-10.026 / -10.027	eV
gap between HOMO and LUMO (spin up / spin down)	8.096 / 8.098	eV

=====

No. 9
Below is a 5-piece molecular cluster, C41H84ClN2O16S5 overall, with properties calculated with ωB97M-V/def2-TZVPD.

Geometry (Å):
H: 3.7659 4.0004 4.6840
H: -9.1534 2.4800 2.1274
S: 12.6254 -7.0487 -7.8265
C: -3.0162 2.6174 1.8243
H: 11.9268 -10.0586 -6.0237
H: -13.0147 -7.9268 -0.7816
H: -15.2984 -6.8675 -0.8623
C: 3.2185 3.8892 0.6534
O: 12.2659 -5.7754 -7.2771
H: 13.6350 -6.3452 -9.8041
C: -1.6228 3.1731 1.4628
O: -5.4171 8.8175 -0.0132
C: -5.3773 2.0731 1.1524
H: -2.9806 1.5180 1.9314
C: 7.5891 2.9843 0.9894
C: 8.2303 2.2281 -0.1879
C: -14.7790 -7.0396 0.0826
S: -15.0765 -4.5063 0.6148
O: 11.6530 -7.8757 -8.4722
H: -8.8748 0.7126 2.1806
C: -11.4122 -0.0547 2.5843
H: 2.6827 1.2386 6.0903
C: -5.0482 8.9818 1.3667
O: 11.2929 -1.7600 -3.1232
H: 5.6779 3.9760 2.7160
H: 1.2417 4.3504 0.1835
H: 4.0405 1.4336 3.3949
N: 1.9278 4.1039 0.8862
C: 3.1414 3.1911 4.2633
C: 3.7093 -4.1133 0.1946
H: 1.9986 0.4616 3.5210
H: 3.7035 3.9571 -0.3194
H: -0.0839 1.8817 2.4315
H: 3.7777 -5.8851 1.4664
C: 5.3002 3.2920 1.9360
H: 10.4236 -1.1292 -6.8691
C: 12.6874 -8.1214 -5.4542
H: 5.7158 2.9863 -0.2094
H: -12.9001 -6.1811 -0.5671
H: 7.5603 2.3028 1.8593
H: -5.8277 8.5747 2.0139
H: 1.5643 -0.4667 4.9583
H: 3.8754 -1.7922 4.6417
H: 5.4905 2.2669 2.2841
H: -6.7526 6.9391 -2.6164
O: -6.9665 6.9235 0.3010
O: 9.7940 -1.8659 -5.0793
O: 13.3717 -7.8997 -6.7020
C: -6.4697 7.8479 -2.0886
H: 8.1776 3.8602 1.3002
C: 0.3451 4.0034 2.9521
H: -5.2438 1.7941 2.2153
H: 11.8449 -3.0358 -7.5197
C: 6.1435 3.5025 0.6589
H: 10.7667 -8.7563 -6.2268
O: 5.4540 -2.5766 0.7197
H: 11.5877 -3.8035 -5.9588
S: 7.4244 0.6335 -0.4849
H: -3.4069 8.5913 2.7090
N: 3.8733 3.5722 1.7678
O: 6.0376 0.6804 -0.0932
C: 11.5621 -9.1301 -5.5829
H: 8.2213 2.8254 -1.1125
C: 2.9132 3.5428 2.7960
Cl: 8.3327 -0.7502 0.7099
H: 12.3239 -7.1731 -5.0525
S: 10.1833 -2.4920 -3.6625
H: -13.3779 -0.8265 1.8880
H: -12.1105 -2.1086 2.2236
C: 11.1404 -3.1403 -6.6947
H: -5.0082 10.0551 1.5457
H: -2.9341 8.7490 1.0022
H: -7.0897 3.3104 1.8736
H: -7.3338 8.4945 -1.9600
H: 6.2285 4.5901 0.4825
H: 2.1303 -5.4575 0.6735
H: -8.1253 1.8659 -0.4735
H: -3.8191 2.7286 -0.2520
H: -10.0535 0.5687 -0.1202
C: -7.8022 1.6629 0.5596
O: 3.3843 -2.1968 1.6051
C: -9.0410 1.5732 1.5120
H: -3.3644 3.0140 2.7955
S: -5.8699 7.3662 -0.5041
H: 8.6605 -0.9547 -2.7410
C: 3.9854 1.8592 4.4093
H: -15.4283 -4.1418 2.9104
H: -16.9627 -4.1682 1.9814
H: -1.2354 2.6581 3.5246
O: 10.2271 -3.9186 -3.7788
H: 3.8281 -0.2447 2.1087
H: -5.6740 8.3579 -2.6260
H: -12.7656 -7.2302 0.8344
H: -11.4915 0.4805 3.5448
C: 13.9991 -6.8512 -8.9120
C: -3.6974 8.3670 1.6817
H: 13.4362 -8.5002 -4.7599
H: 14.7586 -6.2492 -8.4196
O: -4.7063 6.5494 -0.6906
H: -0.1085 4.9952 2.7910
C: -6.7599 2.7738 0.9705
H: -6.6928 3.4959 0.1402
H: -12.0715 1.8998 1.8565
C: 8.7160 -2.0362 -2.8045
C: 3.1657 -1.4129 3.8876
C: 1.6862 3.8825 2.2477
H: -12.3227 0.5815 0.7264
O: -15.1632 -6.0418 1.0456
H: 11.7095 -1.3096 -5.6869
C: -4.1159 2.9533 0.7860
H: -1.6841 4.2766 1.4197
H: -15.1305 -7.9927 0.4753
C: 10.8150 -1.7869 -6.0934
C: 3.1870 -5.2033 0.8408
H: 14.3848 -7.8336 -9.1730
H: 5.0040 2.0814 4.7661
C: -13.2770 -7.1003 -0.1201
H: -10.4999 2.2770 0.0968
C: -0.6195 2.8278 2.6234
C: -10.3079 1.3283 0.6361
C: -11.5888 0.9968 1.4419
H: 4.0754 0.1714 5.7462
C: -12.5499 -1.1510 2.5334
O: -13.7093 -4.0842 0.6791
C: 2.4247 -0.1343 4.3457
H: 2.1915 3.0807 4.7955
H: -1.2625 2.7954 0.4900
H: -15.8875 -2.7445 1.9039
H: -4.4021 4.0207 0.8047
C: 3.2797 0.7812 5.2878
C: -15.9305 -3.8279 1.9985
H: 5.0073 -1.4312 2.7584
H: 7.8578 -2.4422 -3.3352
H: 2.4254 -2.2193 3.7473
H: 3.6776 -4.0844 -0.9072
C: 4.2963 -2.8829 0.8853
O: 7.6028 0.2902 -1.8700
H: 9.2746 2.0011 0.0882
H: -10.4669 -0.6120 2.5043
H: 10.2352 -3.6265 -7.0591
H: -3.7200 7.2830 1.5683
H: -5.2856 1.1452 0.5661
H: -12.9428 -1.2610 3.5595
H: -7.3254 0.6687 0.5737
C: 3.9483 -1.2555 2.5313
H: 11.1289 -9.3443 -4.6052
H: 8.7739 -2.4703 -1.8077
H: 0.5790 3.9507 4.0269
O: -15.8666 -4.3095 -0.5620

Atoms 1-3, force components in eV/Å:
-0.647 -0.165 0.202
-0.007 -0.268 -0.227
0.564 -0.303 0.018

## Properties
highest occupied orbital energy	-10.112	eV
gap between HOMO and LUMO	7.807	eV
charge	+1